This record from the Open Molecules 2025 dataset describes C28H36P2SiV as an isolated structure. The level of theory is the ωB97M-V functional and the def2-TZVPD basis.

Computed properties:
Gap between HOMO and LUMO (alpha / beta): 4.0 / 4.1 eV
Electronic energy: -81731.4718 eV
E_LUMO (alpha / beta): -0.4603 / -0.4547 Eh
HOMO (alpha / beta): -16.52 / -16.52 eV
Total charge: +3

Geometry as XYZ:
```
68
C28H36P2SiV, DFT the ωB97M-V functional and the def2-TZVPD basis
C 0.52 -1.61 0.57
C 0.33 -2.11 -0.75
C 1.58 -2.09 -1.43
H -0.57 -2.57 -1.14
C 2.57 -1.63 -0.52
C 1.92 -1.33 0.72
H 2.42 -1.11 1.66
H -0.22 -1.57 1.36
H 1.79 -2.45 -2.44
H 3.64 -1.61 -0.71
V 0.96 0.13 -0.70
C -0.59 0.70 -1.51
H -1.15 -0.26 -1.42
H -1.35 1.48 -1.38
H -0.10 0.77 -2.51
Si -3.83 -0.71 -2.01
C -3.67 -0.76 -0.18
C -2.92 -1.75 0.44
H -2.41 -2.51 -0.17
C -2.83 -1.80 1.84
H -2.22 -2.57 2.31
C -3.54 -0.89 2.63
H -3.50 -0.95 3.73
C -4.31 0.10 2.00
H -4.89 0.80 2.61
C -4.35 0.19 0.61
H -4.92 0.98 0.10
C -2.76 -1.92 -2.88
C -3.18 -3.26 -2.78
H -4.11 -3.50 -2.27
C -2.40 -4.26 -3.34
H -2.73 -5.29 -3.21
C -1.22 -3.95 -4.03
H -0.60 -4.75 -4.45
C -0.85 -2.61 -4.21
H 0.05 -2.34 -4.76
C -1.64 -1.59 -3.66
H -1.37 -0.54 -3.82
H -3.37 0.64 -2.43
H -5.21 -1.04 -2.31
C 4.12 2.81 -0.36
P 3.34 1.28 0.29
C 4.84 0.36 0.75
C 2.73 1.82 1.97
C 3.57 1.91 3.08
C 3.03 2.05 4.37
C 1.64 2.11 4.54
C 0.79 2.07 3.43
C 1.34 2.00 2.15
P 0.26 1.87 0.68
C -1.36 2.54 1.10
C 0.96 2.95 -0.64
H 4.02 2.81 -1.46
H 5.18 2.81 -0.10
H 3.65 3.71 0.05
H 5.65 1.09 0.91
H 4.68 -0.21 1.66
H 5.12 -0.31 -0.07
H 4.66 1.87 2.97
H 3.69 2.12 5.23
H 1.22 2.19 5.54
H -0.30 2.11 3.57
H -1.28 3.19 1.98
H -1.73 3.15 0.26
H -2.05 1.71 1.28
H 1.68 3.66 -0.21
H 1.45 2.32 -1.41
H 0.15 3.53 -1.11
```

---

This record from the Open Molecules 2025 dataset describes C28H37CoN9O2S3 as an isolated structure. The level of theory is the ωB97M-V functional and the def2-TZVPD basis.

Computed properties:
Gap between HOMO and LUMO: 6.6 eV
Electronic energy: -117271.5886 eV
Relative energy (zero: lowest compared OMol25 entry of this formula, charge and spin): 24.86 kJ/mol
E_LUMO: -0.1241 Eh
HOMO: -10.02 eV
Total charge: +1

Geometry as XYZ:
```
80
C28H37CoN9O2S3, DFT the ωB97M-V functional and the def2-TZVPD basis
Co -1.76 0.17 0.12
C -2.90 -1.90 4.70
S -3.25 -0.16 4.46
C -2.94 0.08 2.77
S -2.23 -1.15 1.80
N -3.28 1.25 2.31
N -2.95 1.35 0.98
C -3.60 2.15 0.24
C -3.11 2.26 -1.14
C -3.66 3.08 -2.10
C -3.08 3.09 -3.36
C -1.98 2.29 -3.60
C -1.48 1.49 -2.58
N -2.03 1.48 -1.37
H -3.30 -2.14 5.68
H -1.83 -2.11 4.68
H -3.42 -2.52 3.96
H -4.44 2.71 0.63
H -4.53 3.69 -1.86
H -3.49 3.72 -4.14
H -1.50 2.27 -4.57
H -0.64 0.84 -2.74
C 4.87 -0.63 0.15
N 3.72 -0.53 -0.73
C 3.14 -1.81 -1.12
C 3.12 0.65 -1.04
S 1.50 0.77 -1.47
N 3.94 1.75 -1.00
C 5.32 1.68 -1.48
C 3.38 3.09 -1.02
H 4.70 -1.46 0.84
H 4.98 0.28 0.73
H 5.80 -0.83 -0.38
H 3.92 -2.42 -1.59
H 2.32 -1.66 -1.81
H 2.77 -2.34 -0.25
H 5.49 0.74 -1.99
H 6.05 1.81 -0.68
H 5.47 2.48 -2.21
H 2.42 3.09 -0.52
H 3.22 3.44 -2.05
H 4.06 3.77 -0.52
O 0.27 -2.41 -2.31
C -0.91 -2.25 -2.13
N -1.51 -1.42 -1.17
C -2.83 -1.45 -1.34
O -3.48 -0.60 -0.70
C -3.23 -2.43 -2.38
C -4.46 -2.83 -2.87
C -4.44 -3.77 -3.90
C -3.24 -4.25 -4.42
C -2.01 -3.82 -3.92
C -2.03 -2.91 -2.89
H -5.39 -2.45 -2.47
H -5.37 -4.12 -4.32
H -3.26 -4.97 -5.23
H -1.07 -4.19 -4.32
C 2.44 -1.51 3.09
C 1.28 -2.12 2.32
N 0.77 -1.12 1.40
C 0.58 0.18 1.76
N -0.29 0.91 1.08
C -0.21 2.36 1.21
C 0.05 2.74 2.66
C 1.35 2.10 3.07
N 1.36 0.68 2.75
C 1.98 -0.21 3.73
H 3.26 -1.30 2.41
H 2.80 -2.19 3.86
H 0.49 -2.46 3.00
H 1.62 -2.98 1.74
H 0.13 -1.44 0.69
H -1.14 2.80 0.87
H 0.57 2.74 0.55
H -0.78 2.37 3.28
H 0.11 3.82 2.78
H 1.54 2.21 4.14
H 2.18 2.58 2.54
H 1.26 -0.41 4.54
H 2.82 0.32 4.17
```

---

This record from the Open Molecules 2025 dataset describes C28H37FIrN2Si2 as an isolated structure. The level of theory is the ωB97M-V functional and the def2-TZVPD basis.

Computed properties:
Gap between HOMO and LUMO (alpha / beta): 4.6 / 4.7 eV
Electronic energy: -53909.5019 eV
<S²>: 1.082
E_LUMO (alpha / beta): -0.3329 / -0.3304 Eh
HOMO (alpha / beta): -13.65 / -13.64 eV
Total charge: +2
Multiplicity: 2

Geometry as XYZ:
```
71
C28H37FIrN2Si2, DFT the ωB97M-V functional and the def2-TZVPD basis
Ir 0.19 0.62 0.34
C -1.59 -0.48 -0.09
Si -1.97 -2.23 0.50
C -1.70 -2.37 2.53
N -0.52 -1.80 2.97
C -0.47 -0.44 3.40
C 0.36 -0.31 4.69
C 1.47 -1.36 4.74
C 1.90 -1.74 3.32
C 0.73 -2.40 2.60
C -3.82 -2.64 0.52
C -4.29 -3.84 -0.02
C -5.61 -4.21 0.19
C -6.46 -3.39 0.90
C -6.01 -2.18 1.40
C -4.70 -1.80 1.19
C -1.01 -3.73 -0.15
C -1.02 -4.93 0.56
C -0.38 -6.06 0.07
C 0.28 -6.00 -1.15
C 0.28 -4.82 -1.88
C -0.36 -3.69 -1.38
H -2.39 0.20 0.23
H -1.61 -0.50 -1.19
H -1.72 -3.44 2.71
H -2.56 -1.90 2.99
H -1.47 -0.06 3.56
H 0.01 0.17 2.57
H -0.29 -0.44 5.55
H 0.78 0.70 4.74
H 1.10 -2.25 5.24
H 2.32 -0.99 5.30
H 2.74 -2.43 3.35
H 2.22 -0.85 2.78
H 0.68 -3.47 2.84
H 0.86 -2.32 1.51
H -3.63 -4.47 -0.58
H -5.96 -5.15 -0.22
H -7.49 -3.69 1.07
H -6.68 -1.53 1.95
H -4.36 -0.84 1.57
H -1.54 -5.01 1.50
H -0.40 -6.97 0.63
H 0.77 -6.88 -1.54
H 0.76 -4.78 -2.84
H -0.37 -2.79 -1.97
C 1.48 2.77 2.49
Si 2.45 2.49 0.86
C 4.18 3.25 0.88
C 1.38 3.23 -0.56
N 2.25 0.77 0.49
C 3.12 -0.16 0.07
C 4.49 -0.20 0.43
C 5.33 -1.17 -0.06
C 4.86 -2.14 -0.95
C 3.53 -2.14 -1.33
C 2.69 -1.19 -0.80
F 1.37 -1.18 -1.15
H 1.57 3.81 2.77
H 1.86 2.18 3.31
H 0.41 2.58 2.38
H 4.08 4.33 0.89
H 4.75 2.99 -0.01
H 4.76 2.97 1.75
H 1.03 4.22 -0.29
H 0.49 2.62 -0.81
H 1.97 3.32 -1.47
H 4.85 0.55 1.12
H 6.36 -1.18 0.24
H 5.54 -2.89 -1.33
H 3.15 -2.88 -2.03
```

---

Calculated max |F|, 0.079, 0.048, 0.043 Eh/bohr (same order as the records).